5 unconnected molecules or ions with the total composition C27H56BClFIN2O8P, computed with ωB97M-V with the def2-TZVPD basis set.

Element x y z (Å)
C1 -4.33 -0.82 4.52
C2 -3.17 -0.62 3.46
C3 -3.82 -0.75 2.09
F1 -4.41 -2.00 2.04
N1 -2.85 -0.68 0.95
C4 -2.06 -1.74 0.74
C5 -1.15 -1.76 -0.28
B1 -0.21 -3.10 -0.40
O1 -0.55 -4.07 -1.31
N2 0.91 -3.16 0.53
C6 2.21 -2.87 -0.12
C7 0.94 -4.43 1.29
C8 -1.06 -0.64 -1.13
C9 -0.08 -0.63 -2.29
O2 -0.46 -0.55 -3.43
O3 1.26 -0.75 -2.02
C10 -1.90 0.47 -0.89
P1 -1.86 2.06 -1.93
O4 -2.03 1.61 -3.48
I1 0.38 3.02 -1.55
C11 -2.76 0.39 0.17
Cl1 -3.76 1.78 0.49
H1 -5.26 -0.44 4.07
H2 -4.15 -0.26 5.44
H3 -4.50 -1.88 4.72
H4 -2.79 0.40 3.62
H5 -2.38 -1.36 3.63
H6 -4.63 -0.04 1.92
H7 -2.15 -2.59 1.41
H8 -0.78 -4.91 -0.88
H9 3.02 -3.23 0.53
H10 2.29 -3.29 -1.13
H11 2.32 -1.78 -0.15
H12 -0.05 -4.92 1.32
H13 1.13 -4.15 2.34
H14 1.74 -5.12 1.00
H15 1.61 -1.51 -2.52
H16 -1.49 2.14 -4.08
C12 -2.26 -8.22 4.90
C13 -1.21 -7.20 4.50
O5 -1.55 -6.45 3.35
C14 -2.71 -5.66 3.39
C15 -2.68 -4.57 4.44
H17 -2.45 -8.91 4.08
H18 -1.93 -8.79 5.77
H19 -3.22 -7.75 5.16
H20 -0.28 -7.72 4.26
H21 -0.98 -6.53 5.34
H22 -3.60 -6.29 3.49
H23 -2.78 -5.18 2.40
H24 -2.61 -4.97 5.45
H25 -3.58 -3.96 4.37
H26 -1.81 -3.92 4.29
C16 -1.28 7.01 -3.67
C17 -1.48 6.20 -4.94
O6 -2.03 4.91 -4.71
C18 -3.31 4.87 -4.10
C19 -4.40 5.57 -4.89
H27 -0.63 6.47 -2.97
H28 -0.82 7.97 -3.91
H29 -2.22 7.21 -3.16
H30 -0.51 6.03 -5.41
H31 -2.08 6.75 -5.67
H32 -3.24 5.26 -3.08
H33 -3.56 3.81 -4.01
H34 -4.19 6.64 -5.00
H35 -5.36 5.47 -4.38
H36 -4.48 5.15 -5.89
C20 5.15 -0.09 3.62
C21 4.25 -0.17 2.40
O7 3.19 -1.10 2.52
C22 2.27 -0.87 3.58
C23 1.55 0.47 3.48
H37 5.57 -1.07 3.85
H38 5.96 0.61 3.45
H39 4.60 0.25 4.51
H40 4.85 -0.51 1.55
H41 3.86 0.82 2.13
H42 2.77 -0.98 4.54
H43 1.53 -1.67 3.51
H44 2.25 1.31 3.54
H45 0.83 0.57 4.29
H46 1.02 0.55 2.53
C24 5.84 4.48 -5.92
C25 5.60 5.00 -4.51
O8 4.23 5.18 -4.18
C26 3.42 4.03 -4.25
C27 3.86 2.91 -3.31
H47 5.39 5.16 -6.65
H48 6.90 4.40 -6.12
H49 5.39 3.50 -6.07
H50 6.07 5.98 -4.41
H51 6.08 4.35 -3.77
H52 3.35 3.66 -5.28
H53 2.41 4.35 -3.97
H54 4.86 2.54 -3.55
H55 3.17 2.07 -3.38
H56 3.88 3.27 -2.28

The HOMO-LUMO gap comes out at 6.72 eV. Its net charge is +1. The LUMO energy comes out at -4.435 eV. The value obtained for the largest force on an atom is 2.3 eV/Å. The HOMO energy is -11.15 eV. Its total energy is -2997.51954 Ha.

Mulliken population analysis, charges in e, atoms 1 to 5: -1.1447, 0.0919, -0.7695, -0.3687, 0.2166

***

6 unconnected molecules or ions with the total composition C27H56BFN2O9, computed with ωB97M-V with the def2-TZVPD basis set.

Element x y z (Å)
C1 -1.96 0.89 1.33
C2 -0.81 -0.32 1.22
C3 0.32 0.09 2.38
O1 0.82 1.46 2.24
C4 2.27 1.56 2.48
C5 3.19 0.81 1.30
C6 3.33 1.85 0.00
O2 2.32 2.71 -0.26
F1 4.56 1.89 -0.87
B1 2.75 1.18 4.01
N1 3.01 -0.21 4.55
O3 3.00 2.32 4.96
O4 -1.52 -1.57 1.51
C7 -0.79 -2.75 1.03
N2 0.22 -3.24 2.08
H1 -2.31 0.87 2.47
H2 -1.56 1.94 0.99
H3 -2.92 0.55 0.72
H4 -0.33 -0.27 0.14
H5 1.14 -0.75 2.36
H6 -0.25 0.03 3.42
H7 2.54 2.72 2.35
H8 4.24 0.49 1.72
H9 2.68 -0.17 0.89
H10 4.02 -0.42 4.39
H11 2.43 -0.95 4.10
H12 2.14 2.66 5.33
H13 -0.33 -2.65 -0.05
H14 -1.59 -3.64 0.95
H15 1.16 -2.87 1.80
H16 -0.12 -2.81 2.97
C8 2.52 -6.64 3.72
C9 3.28 -6.14 4.92
C10 3.73 -4.77 4.47
O5 2.73 -4.29 3.56
C11 1.86 -5.38 3.22
H17 1.81 -7.43 3.96
H18 3.23 -7.02 2.97
H19 2.61 -6.05 5.78
H20 4.12 -6.78 5.22
H21 4.68 -4.82 3.93
H22 3.84 -4.06 5.30
H23 0.90 -5.21 3.72
H24 1.69 -5.39 2.14
C12 -6.58 3.22 -0.86
C13 -5.47 3.98 -0.17
C14 -5.04 3.01 0.91
O6 -5.28 1.69 0.39
C15 -6.07 1.80 -0.80
H25 -6.77 3.56 -1.88
H26 -7.50 3.31 -0.28
H27 -4.65 4.15 -0.87
H28 -5.79 4.95 0.23
H29 -5.65 3.12 1.81
H30 -3.99 3.12 1.17
H31 -5.42 1.57 -1.65
H32 -6.88 1.07 -0.77
C16 -2.94 8.71 0.14
C17 -3.64 9.34 1.31
C18 -4.85 8.46 1.48
O7 -4.47 7.14 1.04
C19 -3.21 7.24 0.36
H33 -1.87 8.94 0.08
H34 -3.41 9.03 -0.80
H35 -3.00 9.27 2.20
H36 -3.89 10.39 1.16
H37 -5.68 8.80 0.85
H38 -5.20 8.41 2.51
H39 -2.45 6.79 1.02
H40 -3.25 6.67 -0.57
C20 2.19 -0.15 -4.58
C21 2.78 0.46 -3.33
C22 1.66 0.28 -2.33
O8 0.95 -0.91 -2.71
C23 1.38 -1.30 -4.02
H41 2.93 -0.47 -5.31
H42 1.52 0.57 -5.06
H43 3.66 -0.12 -3.02
H44 3.08 1.50 -3.45
H45 0.96 1.12 -2.36
H46 2.03 0.17 -1.30
H47 2.00 -2.20 -3.91
H48 0.51 -1.55 -4.64
C24 1.33 -5.93 -6.45
C25 2.64 -6.54 -6.03
C26 3.51 -5.32 -5.81
O9 2.63 -4.26 -5.39
C27 1.28 -4.68 -5.59
H49 0.47 -6.59 -6.29
H50 1.37 -5.66 -7.51
H51 2.52 -7.08 -5.08
H52 3.06 -7.23 -6.77
H53 3.99 -5.00 -6.74
H54 4.28 -5.48 -5.06
H55 0.84 -4.89 -4.61
H56 0.71 -3.88 -6.07

The HOMO-LUMO gap comes out at 9.41 eV. The LUMO energy comes out at 0.218 eV. The value obtained for the largest force on an atom is 9.9 eV/Å. The HOMO energy is -9.19 eV. Its total energy is -1973.53987 Ha. Its structure (SMILES) is C[C@@H](CO[C@H](CC(=O)F)B(N)O)OCN.C1CCOC1.C1CCOC1.C1CCOC1.C1CCOC1.C1CCOC1.

Mulliken population analysis, charges in e, atoms 1 to 5: -1.1330, 0.5785, 0.1033, -0.2822, 0.0182

***

> Number 2 is which compound?

C27H56BFN2O9

***

Copy entry 1 word for word.
5 unconnected molecules or ions with the total composition C27H56BClFIN2O8P, computed with ωB97M-V with the def2-TZVPD basis set.

Element x y z (Å)
C1 -4.33 -0.82 4.52
C2 -3.17 -0.62 3.46
C3 -3.82 -0.75 2.09
F1 -4.41 -2.00 2.04
N1 -2.85 -0.68 0.95
C4 -2.06 -1.74 0.74
C5 -1.15 -1.76 -0.28
B1 -0.21 -3.10 -0.40
O1 -0.55 -4.07 -1.31
N2 0.91 -3.16 0.53
C6 2.21 -2.87 -0.12
C7 0.94 -4.43 1.29
C8 -1.06 -0.64 -1.13
C9 -0.08 -0.63 -2.29
O2 -0.46 -0.55 -3.43
O3 1.26 -0.75 -2.02
C10 -1.90 0.47 -0.89
P1 -1.86 2.06 -1.93
O4 -2.03 1.61 -3.48
I1 0.38 3.02 -1.55
C11 -2.76 0.39 0.17
Cl1 -3.76 1.78 0.49
H1 -5.26 -0.44 4.07
H2 -4.15 -0.26 5.44
H3 -4.50 -1.88 4.72
H4 -2.79 0.40 3.62
H5 -2.38 -1.36 3.63
H6 -4.63 -0.04 1.92
H7 -2.15 -2.59 1.41
H8 -0.78 -4.91 -0.88
H9 3.02 -3.23 0.53
H10 2.29 -3.29 -1.13
H11 2.32 -1.78 -0.15
H12 -0.05 -4.92 1.32
H13 1.13 -4.15 2.34
H14 1.74 -5.12 1.00
H15 1.61 -1.51 -2.52
H16 -1.49 2.14 -4.08
C12 -2.26 -8.22 4.90
C13 -1.21 -7.20 4.50
O5 -1.55 -6.45 3.35
C14 -2.71 -5.66 3.39
C15 -2.68 -4.57 4.44
H17 -2.45 -8.91 4.08
H18 -1.93 -8.79 5.77
H19 -3.22 -7.75 5.16
H20 -0.28 -7.72 4.26
H21 -0.98 -6.53 5.34
H22 -3.60 -6.29 3.49
H23 -2.78 -5.18 2.40
H24 -2.61 -4.97 5.45
H25 -3.58 -3.96 4.37
H26 -1.81 -3.92 4.29
C16 -1.28 7.01 -3.67
C17 -1.48 6.20 -4.94
O6 -2.03 4.91 -4.71
C18 -3.31 4.87 -4.10
C19 -4.40 5.57 -4.89
H27 -0.63 6.47 -2.97
H28 -0.82 7.97 -3.91
H29 -2.22 7.21 -3.16
H30 -0.51 6.03 -5.41
H31 -2.08 6.75 -5.67
H32 -3.24 5.26 -3.08
H33 -3.56 3.81 -4.01
H34 -4.19 6.64 -5.00
H35 -5.36 5.47 -4.38
H36 -4.48 5.15 -5.89
C20 5.15 -0.09 3.62
C21 4.25 -0.17 2.40
O7 3.19 -1.10 2.52
C22 2.27 -0.87 3.58
C23 1.55 0.47 3.48
H37 5.57 -1.07 3.85
H38 5.96 0.61 3.45
H39 4.60 0.25 4.51
H40 4.85 -0.51 1.55
H41 3.86 0.82 2.13
H42 2.77 -0.98 4.54
H43 1.53 -1.67 3.51
H44 2.25 1.31 3.54
H45 0.83 0.57 4.29
H46 1.02 0.55 2.53
C24 5.84 4.48 -5.92
C25 5.60 5.00 -4.51
O8 4.23 5.18 -4.18
C26 3.42 4.03 -4.25
C27 3.86 2.91 -3.31
H47 5.39 5.16 -6.65
H48 6.90 4.40 -6.12
H49 5.39 3.50 -6.07
H50 6.07 5.98 -4.41
H51 6.08 4.35 -3.77
H52 3.35 3.66 -5.28
H53 2.41 4.35 -3.97
H54 4.86 2.54 -3.55
H55 3.17 2.07 -3.38
H56 3.88 3.27 -2.28

The HOMO-LUMO gap comes out at 6.72 eV. Its net charge is +1. The LUMO energy comes out at -4.435 eV. The value obtained for the largest force on an atom is 2.3 eV/Å. The HOMO energy is -11.15 eV. Its total energy is -2997.51954 Ha.

Mulliken population analysis, charges in e, atoms 1 to 5: -1.1447, 0.0919, -0.7695, -0.3687, 0.2166